Below is a molecular structure, C10H21NO3Pb in a non-equilibrium geometry, with properties calculated with ωB97M-V with the def2-TZVPD basis set.

Structure (ORCA input):
```
! wB97M-V def2-TZVPD RIJCOSX def2/J DEFGRID3
* xyz 2 1
Pb -1.8669 -5.5077 -0.3635
O -0.6924 -3.7817 -0.5048
O 3.4802 -0.4579 -0.5011
O 0.6694 -2.0729 -0.2626
N -1.5530 -1.6170 -0.5287
C 0.8920 2.2114 -0.8131
C -3.1802 -0.0172 0.5704
C -2.1223 -1.0799 0.7982
C 1.7949 1.0606 -1.2751
C -0.2103 1.6775 0.1237
C 2.8448 0.7790 -0.2261
C -2.7276 1.4460 0.5669
C -0.5476 -2.4921 -0.3943
C 3.8984 -1.1403 0.6492
C -1.6202 1.8322 -0.4174
H 4.5989 -0.5510 1.2404
H -1.3056 -0.7402 1.4248
H 2.3851 0.7439 0.7685
H 0.0266 0.6356 0.3434
H 3.0440 -1.3790 1.3062
H -2.4611 1.7573 1.5745
H 2.2724 1.2972 -2.2211
H 4.3919 -2.0536 0.3388
H 1.0520 -1.9689 0.6262
H -2.3206 -2.1122 -0.9710
H 1.1680 0.1839 -1.4007
H -3.7421 -0.2284 -0.3392
H 3.5829 1.5812 -0.2500
H 1.5013 2.8980 -0.2305
H -0.1652 2.2173 1.0682
H -1.7474 2.8945 -0.6154
H -3.8902 -0.1395 1.3875
H 0.4835 2.7225 -1.6776
H -3.6085 2.0168 0.2834
H -2.5748 -1.9390 1.2954
H -1.7504 1.3237 -1.3734
*
```

As for the LUMO energy: -10.87 eV. The value obtained for the HOMO-LUMO gap is 3.45 eV. For the highest occupied orbital energy, the calculation gives -14.3222 eV.

Atom charges from the Löwdin analysis, given in e for atoms 1 to 6: number 1, Pb, carries 1.82; number 2, O, carries -0.32; number 3, O, carries -0.18; number 4, O, carries 0.21; number 5, N, carries 0.15; number 6, C, carries -0.17

***

Below is a molecular structure, C12H18As3Ca2F21NO11 in a non-equilibrium geometry, with properties calculated with ωB97M-V with the def2-TZVPD basis set.

Structure (ORCA input):
```
! wB97M-V def2-TZVPD RIJCOSX def2/J DEFGRID3
* xyz -1 1
As 6.9876 -4.3959 -4.5426
As -2.6102 -7.2912 -7.5226
As -0.6306 -5.9726 5.4136
Ca 1.1471 -7.7066 -1.5703
Ca 4.0134 -1.9281 1.8548
F -1.7884 -7.1971 6.0294
F 7.6369 -5.5212 -5.8550
F -1.7316 -1.6260 -2.4663
F 0.7247 -6.9509 6.1747
F 8.2460 -3.1640 -4.8865
F -1.4914 -7.7556 -8.7677
F -2.1077 -5.5782 -7.7736
F 5.9326 -3.6682 -5.8366
F -1.5315 0.4391 -2.9942
F -3.9004 -7.0013 -8.7924
F -2.9650 -8.9305 -7.1478
F 6.3311 -3.3860 -3.1864
F -1.1117 -0.2361 -0.9318
F 0.5427 -4.6955 4.7494
F -3.4948 -6.6706 -6.1127
F 5.6972 -5.6172 -4.1077
F -1.2629 -7.4756 -6.2741
F -2.0246 -5.2134 4.4839
F -1.0198 -4.8931 6.8153
F 8.1571 -5.0716 -3.3072
F -0.3231 -6.9488 3.9258
O 8.6436 -0.1233 1.1870
O 9.9505 -1.6863 1.0199
O 1.4909 0.0469 -2.0115
O 0.0964 2.1243 6.7252
O 1.0618 -1.9482 -1.4578
O 1.4761 2.7666 5.0589
O -9.4296 8.0833 -0.8848
O -7.0923 8.1155 -1.4421
O -8.1771 6.1867 -0.9661
O 10.5500 -0.0098 -0.0078
O 0.0326 4.1916 6.0045
N 9.7514 -0.5423 0.7877
C -0.0997 2.3592 9.1402
C -0.9626 4.1233 7.1165
C 1.8060 0.9794 -3.0949
C -0.9579 -0.6103 -2.2749
C -0.6697 2.7339 7.7239
C -6.7715 5.8907 -1.3140
C 0.5845 -0.9869 -2.3820
C 0.5905 3.0155 5.8689
C 2.9616 1.9260 -2.6500
C -8.3497 7.4799 -1.0880
C -6.0526 7.1779 -1.7814
C -4.7651 7.5230 -1.0068
H 2.1936 0.4925 -3.9898
H 3.8360 1.2764 -2.6887
H -6.8135 5.1470 -2.1098
H -1.5936 2.1556 7.7274
H -0.9038 4.8978 7.8812
H -4.8755 7.3854 0.0689
H -5.7715 7.1842 -2.8345
H -0.6695 2.9233 9.8786
H -4.0094 6.8868 -1.4676
H -0.2684 1.2937 9.2962
H 0.7192 -1.3970 -3.3829
H -6.3533 5.4611 -0.4037
H 0.9552 1.6548 -3.1843
H 0.9652 2.5913 9.1512
H -4.3552 8.5288 -1.0985
H 2.7671 2.4149 -1.6954
H -1.9776 4.1562 6.7204
H 3.0639 2.5870 -3.5107
*
```

As for the LUMO energy: -4.93 eV. The value obtained for the HOMO-LUMO gap is 1.81 eV. For the highest occupied orbital energy, the calculation gives -6.7398 eV.

Atom charges from the Löwdin analysis, given in e for atoms 1 to 6: number 1, As, carries 0.96; number 2, As, carries 0.85; number 3, As, carries 0.97; number 4, Ca, carries 1.58; number 5, Ca, carries 1.59; number 6, F, carries -0.30

***

Below is 2 unconnected molecules or ions with the total composition C19H27N3O7 in a non-equilibrium geometry, with properties calculated with ωB97M-V with the def2-TZVPD basis set.

Structure (ORCA input):
```
! wB97M-V def2-TZVPD RIJCOSX def2/J DEFGRID3
* xyz 0 1
O 1.8868 0.9363 -1.8656
O 6.6250 1.8095 -2.9000
O 4.9708 1.0235 -0.7793
O -3.4735 -5.1681 -0.4988
O -2.6906 -0.9041 0.6169
O -0.1409 -2.6992 2.7897
O 1.6318 3.1635 -2.2892
N -4.1066 -2.6470 0.6930
N -1.8044 -3.7538 -1.0189
N 0.1457 -0.6697 2.0368
C -0.3371 -2.4269 0.4200
C -0.8970 2.2747 2.9941
C -1.9376 1.9447 2.1217
C 2.5785 2.6222 -0.1849
C 0.4466 3.0524 1.1152
C -5.3167 -1.8828 0.9886
C -2.6636 -4.7315 -1.3071
C 1.7280 3.6593 0.5829
C -2.6083 -5.2998 -2.7053
C -1.7166 -3.0960 0.2907
C 4.8645 2.1714 -1.2040
C -0.6199 2.7412 0.2544
C -1.7968 2.1761 0.7522
C 1.9563 2.2545 -1.5416
C 5.4125 2.5232 -2.5942
C -2.8860 -2.1175 0.5548
C 0.2923 2.8165 2.4916
C -0.0997 -1.9410 1.8395
C 4.0083 3.1665 -0.4164
H -1.1850 -3.4368 -1.7463
H -1.0122 2.1035 4.0609
H 4.6460 2.2881 -3.3399
H 2.3109 4.0537 1.4216
H -6.1389 -2.5598 1.2257
H 1.4887 4.5113 -0.0634
H -0.2679 -1.5885 -0.2730
H 2.6409 1.7189 0.4298
H -4.1895 -3.6507 0.5573
H -1.6229 -5.7262 -2.8830
H -0.1098 -0.0069 1.3231
H -1.7797 -3.8714 1.0587
H -0.5542 2.9426 -0.8111
H 2.3252 0.4203 -1.1728
H 6.5418 0.8723 -2.6370
H 0.4465 -3.1455 0.1828
H -5.1384 -1.2248 1.8416
H 4.4981 3.3632 0.5416
H 1.0929 3.0635 3.1829
H -5.5878 -1.2730 0.1252
H -2.8557 1.5035 2.5010
H 5.6085 3.5982 -2.6484
H 3.9568 4.1135 -0.9634
H -2.6079 1.9156 0.0769
H -3.3628 -6.0806 -2.7964
H 0.2155 -0.3902 2.9968
H -2.8111 -4.5117 -3.4282
*
```

As for the LUMO energy: 0.32 eV. As for the structure (SMILES): O=C(CO)C[C@@H](Cc1ccccc1)C(=O)O.CNC(=O)[C@H](CC(N)=O)NC(C)=O. The value obtained for the HOMO-LUMO gap is 9.64 eV. For the highest occupied orbital energy, the calculation gives -9.3190 eV. The calculation puts the energy above the lowest of the compared OMol25 structures with the same formula, charge and spin at 0.0 kcal/mol.

Atom charges from the Löwdin analysis, given in e for atoms 1 to 6: number 1, O, carries 0.12; number 2, O, carries -0.06; number 3, O, carries 0.08; number 4, O, carries 0.03; number 5, O, carries 0.05; number 6, O, carries 0.05

***

Below is a single C4H4N2 molecule in a non-equilibrium geometry, with properties calculated with ωB97M-V with the def2-TZVPD basis set.

Structure (ORCA input):
```
! wB97M-V def2-TZVPD RIJCOSX def2/J DEFGRID3
* xyz 0 1
N 2.5146 -0.0059 0.0215
N 3.5263 0.4235 0.3047
C -0.4216 1.1793 0.4521
C -1.0026 0.5632 -0.5004
C 0.0927 -0.2084 0.1217
C 1.4171 -0.4905 -0.4009
H 0.0092 2.0209 1.0140
H 1.6562 -1.4824 -1.0039
H -0.1746 -0.9611 0.8156
H -1.7399 0.3689 -1.2316
*
```

As for the LUMO energy: 0.92 eV. The value obtained for the HOMO-LUMO gap is 9.02 eV. For the highest occupied orbital energy, the calculation gives -8.0995 eV. The calculation puts the energy above the lowest of the compared OMol25 structures with the same formula, charge and spin at 110.4 kcal/mol.

Atom charges from the Löwdin analysis, given in e for atoms 1 to 6: number 1, N, carries -0.16; number 2, N, carries 0.18; number 3, C, carries 0.01; number 4, C, carries -0.01; number 5, C, carries -0.31; number 6, C, carries -0.16

***

Below is a single C9H5Cl3O2 molecule in a non-equilibrium geometry, with properties calculated with ωB97M-V with the def2-TZVPD basis set.

Structure (ORCA input):
```
! wB97M-V def2-TZVPD RIJCOSX def2/J DEFGRID3
* xyz 0 3
Cl -5.4314 -1.4651 0.2892
Cl -3.5587 0.7132 0.7716
Cl -2.6927 -3.0375 -1.0943
O -2.5172 -2.1368 1.3473
O -1.1436 -2.2268 3.0998
C -0.8172 -0.6204 -0.0654
C -3.8432 -0.7615 -0.1731
C 1.5776 0.2339 0.7680
C -0.4231 -0.9839 1.1871
C -1.3370 -1.8270 1.9955
C -0.1269 0.1321 -0.9580
C 0.8204 -0.5383 1.6338
C -2.7447 -1.7402 0.0682
C 1.1198 0.5643 -0.4997
H -3.9045 -0.4842 -1.2269
H -0.4952 0.3826 -1.9384
H 2.5489 0.5841 1.0831
H 1.1611 -0.7968 2.6238
H 1.7370 1.1619 -1.1529
*
```

As for the LUMO energy (alpha / beta): -1.37 / -4.41 eV. The value obtained for the HOMO-LUMO gap (alpha / beta) is 3.66 / 4.99 eV. For the highest occupied orbital energy (alpha / beta), the calculation gives -5.0224 / -9.4031 eV. As for the expectation value of S²: 2.0269.

Atom charges from the Löwdin analysis, given in e for atoms 1 to 6: number 1, Cl, carries 0.63; number 2, Cl, carries 0.68; number 3, Cl, carries 0.82; number 4, O, carries 0.00; number 5, O, carries 0.11; number 6, C, carries 0.04

***

Below is a single C22H22N4O5S2 molecule in a non-equilibrium geometry, with properties calculated with ωB97M-V with the def2-TZVPD basis set.

Structure (ORCA input):
```
! wB97M-V def2-TZVPD RIJCOSX def2/J DEFGRID3
* xyz 0 1
S 5.5144 -0.7808 -1.0517
S -2.6901 3.8340 -0.8538
O -0.6126 2.4876 -0.6359
O 6.0932 -0.2248 -2.0910
O -6.0986 2.4527 -0.7359
O -8.7745 -0.9449 -0.9534
O 5.4763 -2.1442 -0.9216
N -4.5697 1.0064 0.4449
N -0.8679 1.1603 1.1755
N 6.2500 -0.3713 0.5235
N -1.9224 1.7783 0.7958
C -8.4055 -3.3436 -1.1657
C 1.3360 0.9877 0.0127
C 7.2372 -1.1297 0.9118
C 2.1583 1.6161 -1.4557
C 1.8257 -0.1137 0.7672
C 8.5451 -0.4324 0.8906
C 0.0656 1.5588 0.1463
C -4.7442 -2.4402 0.6286
C 3.5079 0.9575 -1.4583
C -6.0158 -2.7205 0.1111
C 6.8920 1.2317 0.4984
C 3.2048 -0.4181 0.3808
C -4.3751 -1.2818 1.0227
C -5.0575 2.4286 0.0778
C 3.9236 -0.2548 -0.6378
C -6.3211 -0.5653 -0.2701
C -6.7269 -1.7395 -0.2568
C -1.7272 2.6259 -0.0160
C 8.2671 0.8574 -0.0070
C -4.2612 3.5140 0.5026
C -7.9812 -1.9446 -0.8142
C -5.1517 -0.1947 0.4687
H 4.1715 1.1471 -2.2202
H 6.8539 1.4643 1.2955
H 7.2992 -2.2641 0.5352
H 3.6008 -1.2585 0.9626
H -3.6500 1.2870 0.9601
H -4.1483 -3.0652 1.1148
H -6.9682 0.4484 -0.5102
H -3.4187 -0.8392 1.1742
H 1.7848 2.3200 -1.9423
H -4.7390 4.2938 0.2971
H -3.8153 3.4381 1.4636
H 7.3787 -1.3924 2.0500
H -9.3309 -3.4257 -1.6952
H -6.2480 -3.8177 0.1306
H 9.0238 1.5612 0.4005
H -8.4405 -4.0533 -0.2608
H -7.4779 -3.6760 -1.9834
H 9.1978 -1.1634 0.0258
H 1.3267 -0.4902 1.5316
H 9.1959 -0.4568 1.5935
H 8.1543 0.8252 -1.0116
H 6.2554 1.6655 0.0543
*
```

As for the LUMO energy: -1.46 eV. As for the structure (SMILES): CC(=O)c1cccc(NC(=O)CSc2nnc(-c3ccc(S(=O)(=O)N4CCCC4)cc3)o2)c1. The value obtained for the HOMO-LUMO gap is 6.38 eV. For the highest occupied orbital energy, the calculation gives -7.8447 eV. The calculation puts the energy above the lowest of the compared OMol25 structures with the same formula, charge and spin at 511.7 kcal/mol.

Atom charges from the Löwdin analysis, given in e for atoms 1 to 6: number 1, S, carries 0.57; number 2, S, carries 1.03; number 3, O, carries 0.08; number 4, O, carries -0.17; number 5, O, carries -0.01; number 6, O, carries 0.04